# 1
Below is a cluster of 2 separate species, C5H13NO2 in total, with properties calculated with wB97M-V/def2-TZVPD.

As for the frontier orbital gap: 9.951 eV. The LUMO energy comes out at 0.74 eV. The HOMO energy comes out at -9.208 eV. The SMILES is CCN(C)C(C)=O.O.

XYZ file:
```
21
C5H13NO2 | OMol25 | wB97M-V/def2-TZVPD
C 1.79645 -0.08353 2.29773
C 0.68186 0.79020 1.69722
N 0.17071 0.13572 0.44809
C 0.87096 0.50071 -0.75569
C -0.94151 -0.66783 0.39021
C -1.49880 -1.35734 1.69040
O -1.45071 -0.95364 -0.67160
H 2.04257 0.22490 3.32773
H 2.68986 0.05527 1.66594
H 1.53338 -1.15468 2.30460
H -0.10759 1.03042 2.43512
H 1.18777 1.73658 1.42547
H 0.21935 1.08194 -1.42961
H 1.24594 -0.38068 -1.30264
H 1.73098 1.12921 -0.46940
H -2.33916 -2.04174 1.48543
H -1.85065 -0.56121 2.36788
H -0.69975 -1.92350 2.19793
O -1.85382 1.10005 -6.63263
H -1.85148 1.16419 -5.65073
H -1.57635 0.17505 -6.82144
```

# 2
Below is a structure of composition C9H12I2N4, with properties calculated with wB97M-V/def2-TZVPD.

As for the frontier orbital gap (alpha / beta): 6.992 / 7.506 eV. The LUMO energy (alpha / beta) comes out at -1.33 / -1.24 eV. The HOMO energy (alpha / beta) comes out at -8.323 / -8.741 eV.

XYZ file:
```
27
C9H12I2N4 | OMol25 | wB97M-V/def2-TZVPD
C 0.40069 -0.05366 -4.50293
C 0.53515 1.33723 -4.16370
C -0.06835 -0.48580 -2.33181
C 0.06872 0.85310 -1.96751
C 0.59079 0.02906 2.80517
C -0.50225 -0.99592 3.23581
C 0.24946 1.06060 1.72408
C -0.70796 -2.19324 2.24743
C 0.48201 0.68823 0.27320
N 0.03824 -0.94282 -3.53939
N 0.29008 1.74794 -2.90441
N -0.06993 1.23382 -0.71068
N -1.41983 -1.86838 1.02637
I 1.00378 4.26959 -2.41671
I -3.29686 -1.22052 1.15803
H 0.74548 -0.31799 -5.43123
H 0.78926 1.98510 -4.97837
H -0.35616 -1.17020 -1.62004
H 1.04334 0.56099 3.69731
H 1.38107 -0.57490 2.38378
H -0.19922 -1.32680 4.21229
H -1.59005 -0.41306 3.23910
H -0.82083 1.51760 1.79173
H 0.98636 1.81857 1.95099
H 0.32679 -2.59112 2.00264
H -1.22729 -2.90783 2.82011
H 1.32751 -0.03961 -0.00128
```

# 3
Below is a structure of composition C30H43BiBrN3O3S2Si, with properties calculated with wB97M-V/def2-TZVPD.

As for the frontier orbital gap: 7.303 eV. The LUMO energy comes out at 0.08 eV. The HOMO energy comes out at -7.224 eV.

XYZ file:
```
84
C30H43BiBrN3O3S2Si | OMol25 | wB97M-V/def2-TZVPD
Bi 0.05323 -0.68299 -1.06096
C 3.50259 -0.56856 0.14336
N 2.90050 -0.76889 -1.17119
C 3.26776 0.31134 -2.09603
C 2.12712 1.17464 -2.66524
N 0.94656 1.44374 -1.80772
C 1.23018 2.24384 -0.59775
C -0.03100 2.16072 -2.64242
C 0.33243 3.40537 -3.15884
C -0.51491 4.13019 -3.97053
C -1.77295 3.62268 -4.27354
C -2.15169 2.40257 -3.76113
C -1.29132 1.65002 -2.94750
S -1.92085 0.11887 -2.38608
C 3.01633 -2.11872 -1.65589
C 3.97655 -2.98490 -1.13499
C 4.02303 -4.32154 -1.49513
C 3.11818 -4.81790 -2.41896
C 2.18854 -3.96401 -2.98467
C 2.11827 -2.61932 -2.61795
S 0.88310 -1.62171 -3.38689
H 4.59081 -0.42772 0.09410
H 3.07067 0.31052 0.61476
H 3.28678 -1.42233 0.77351
H 3.99067 0.95314 -1.58550
H 3.77637 -0.11477 -2.96430
H 2.57931 2.11663 -2.98749
H 1.73350 0.67330 -3.54227
H 1.44726 3.28187 -0.85043
H 0.35798 2.20068 0.05585
H 2.08360 1.83819 -0.06346
H 1.30281 3.82669 -2.92919
H -0.19632 5.08638 -4.36200
H -2.44680 4.17468 -4.91491
H -3.12603 1.98446 -3.97606
H 4.70645 -2.61701 -0.42772
H 4.76981 -4.96653 -1.05135
H 3.13644 -5.86200 -2.70268
H 1.48342 -4.32538 -3.72093
O 3.10379 -2.31302 6.04465
C 2.53598 -1.90545 4.89264
C 2.12606 -2.78716 3.89446
C 1.57815 -2.26250 2.74081
N 1.43578 -0.95788 2.52587
C 1.82693 -0.14190 3.48058
Br 1.66570 1.70486 3.09400
C 2.37878 -0.53902 4.68498
H 3.16684 -3.27323 6.07145
H 2.23828 -3.85729 4.01387
H 1.25251 -2.91270 1.93679
H 2.67926 0.16784 5.44322
O -0.85407 0.48979 0.72229
O -2.27740 0.25970 0.70492
C -4.82730 -0.33619 0.90632
Si -3.13367 -0.86618 1.55253
C -2.89594 -2.73102 1.07916
C -3.98106 -3.59056 1.74137
C -1.52344 -3.27326 1.50550
C -3.02432 -2.92552 -0.43651
C -3.04478 -0.52008 3.44580
C -1.82948 -1.16301 4.13125
C -4.31355 -0.98732 4.17086
C -2.93048 1.00137 3.61666
H -5.63502 -0.90577 1.36864
H -4.88853 -0.46846 -0.17325
H -4.99806 0.71855 1.11908
H -3.90873 -3.54864 2.82784
H -3.86750 -4.63660 1.44224
H -4.97777 -3.25939 1.44598
H -1.45701 -3.35612 2.58955
H -0.72384 -2.61192 1.16448
H -1.35368 -4.26677 1.07702
H -3.91930 -2.45110 -0.83869
H -3.05973 -3.99127 -0.67876
H -2.16769 -2.50622 -0.96347
H -2.00022 -2.22433 4.32230
H -1.64674 -0.68528 5.09919
H -0.92786 -1.05114 3.52630
H -4.44895 -2.06521 4.08845
H -5.20087 -0.50248 3.76187
H -4.25574 -0.74345 5.23583
H -2.05152 1.38527 3.09642
H -2.84755 1.25849 4.67675
H -3.80865 1.50720 3.21164
```

Max |F| across the listed records, respectively: 1.990, 4.764, 0.852 eV/A.
ΔE to the lowest compared entry with this formula, charge and spin across the listed records, respectively: 103.5, 0.0, 29.6 kJ/mol.